Entry from the Open Molecules 2025 dataset: C17H20Cl2MgN5O5S2 as an isolated structure at a distorted geometry (ωB97M-V/def2-TZVPD).

CARTESIAN COORDINATES (ANGSTROEM)
C (-2.81, 2.14, 1.96)
N (-2.69, 3.44, 1.20)
C (-1.93, 3.29, -0.10)
C (-2.38, 1.88, -0.79)
C (-3.88, 1.69, -1.43)
C (-4.28, 0.23, -2.07)
C (-3.24, -1.07, -2.08)
S (-3.91, -2.66, -2.81)
C (-1.70, -0.90, -1.45)
C (-1.35, 0.60, -0.83)
S (0.40, 0.76, -0.08)
C (0.64, -0.94, 0.74)
C (1.40, -1.08, 2.19)
C (1.59, -2.55, 2.87)
C (0.97, -3.84, 2.03)
C (0.19, -3.72, 0.58)
C (-0.01, -2.21, -0.11)
N (-0.71, -2.07, -1.45)
H (-3.75, 1.48, 1.62)
H (-3.03, 2.42, 3.10)
H (-1.84, 1.48, 1.96)
H (-3.66, 3.77, 1.00)
H (-0.79, 3.39, 0.14)
H (-2.25, 4.18, -0.79)
H (-4.60, 2.63, -1.39)
H (-5.37, 0.13, -2.54)
H (-5.34, -2.57, -2.70)
H (1.78, -0.06, 2.68)
H (2.15, -2.62, 3.90)
H (1.12, -4.91, 2.54)
H (-0.19, -4.72, 0.10)
H (-1.32, -2.93, -1.55)
C (3.55, 2.83, 3.40)
C (3.62, 1.42, 3.97)
N (3.67, 0.26, 4.45)
H (4.49, 3.07, 2.89)
H (2.73, 2.90, 2.67)
H (3.38, 3.55, 4.20)
N (5.72, 4.33, 0.93)
O (6.29, 5.06, 0.10)
O (5.52, 4.74, 2.09)
O (5.36, 3.18, 0.61)
C (1.47, -3.19, -3.44)
N (2.58, -3.82, -4.22)
O (2.58, -3.64, -5.44)
O (3.41, -4.47, -3.58)
H (0.82, -2.65, -4.13)
H (0.92, -3.99, -2.95)
H (1.92, -2.51, -2.72)
Mg (-0.60, 3.37, 2.27)
Cl (-0.31, -1.62, -3.97)
Cl (-6.34, -3.52, -3.55)

Summary:
Net charge = -1
LUMO energy = -2.82 eV
HOMO-LUMO gap = 2.41 eV